# C2H8N4S

The molecule C2H8N4S at a distorted geometry (wB97M-V/def2-TZVPD, the OMol25 dataset).

Output
Kohn-Sham gap   9.7 eV
LUMO   0.82 eV
SMILES   [H]/N=C(/NS)NNC
Energy relative to the best compared isomer or geometry (same formula, charge and spin)   0.330 eV
Calculated total energy   -18997.80659 eV
Total charge   0
HOMO level   -8.92 eV

Last columns: bonded neighbours and bond lengths (Å).
CARTESIAN COORDINATES (ANGSTROEM)
1 H 0.00832 1.53337 -0.72738  N2 1.034
2 N -0.91547 1.16478 -0.44651  H1 1.034, C3 1.297
3 C -0.82399 -0.11262 -0.24169  N2 1.297, N4 1.403, N6 1.387
4 N -1.98319 -0.83974 0.06866  C3 1.403, S5 1.711, H9 1.010
5 S -3.43565 0.03426 0.30328  N4 1.711, H10 1.369
6 N 0.31947 -0.89850 -0.24476  C3 1.387, N7 1.389, H11 1.015
7 N 1.61288 -0.40606 -0.36787  N6 1.389, C8 1.409, H12 1.022
8 C 2.09016 0.32452 0.73864  N7 1.409, H13 1.100, H14 1.083, H15 1.110
9 H -2.11058 -1.60749 -0.57503  N4 1.010
10 H -3.29333 0.96793 -0.68735  S5 1.369
11 H 0.23120 -1.81811 0.17550  N6 1.015
12 H 1.61910 0.20402 -1.18796  N7 1.022
13 H 1.46369 1.16982 1.05975  C8 1.100
14 H 2.07660 -0.33391 1.59885  C8 1.083
15 H 3.14077 0.61774 0.53388  C8 1.110